Entry 1:
# C4H6N2S2

The molecule C4H6N2S2 (ωB97M-V/def2-TZVPD, the Open Molecules 2025 dataset).

```
14
Properties=species:S:1:pos:R:3
C 0.3185 -0.7245 1.3927
C 0.6762 -0.3319 -0.0629
C -0.0882 -1.1898 -1.0132
N -1.2302 -0.9345 -1.5113
S -1.9989 0.5452 -1.2319
C -0.7791 1.6332 -0.6020
S -1.1324 3.2263 -0.4610
N 0.4215 1.1007 -0.3162
H 0.5425 -1.7530 1.5672
H -0.7564 -0.5580 1.6087
H 0.8674 -0.0973 2.0575
H 1.7294 -0.4774 -0.1975
H 0.3253 -2.1569 -1.2878
H 1.1045 1.7179 0.0577
```

Calculated values
Structure (SMILES): C[C@H]1C=NSC(=S)N1
Net charge: 0
ΔE to the lowest compared entry with this formula, charge and spin, eV: 0.7908
Max |F|, eV Å⁻¹: 1.53
Total energy, eV: -28895.4199
LUMO energy, eV: 0.4

Entry 2:
# C31H79N5O11

A 6-piece molecular cluster, C31H79N5O11 overall (ωB97M-V/def2-TZVPD, the Open Molecules 2025 dataset).

```
126
Properties=species:S:1:pos:R:3
C 6.6380 3.3892 0.0290
O 6.3566 2.4346 -0.9997
C 5.1292 2.6182 -1.6571
C 5.1606 1.6258 -2.9559
N 3.8628 1.7530 -3.6341
C 3.8047 0.9837 -4.8323
C 2.5395 1.1776 -5.6296
O 2.4984 0.3714 -6.7635
C 1.3738 0.5523 -7.5406
H 6.4801 4.3550 -0.2789
H 7.5142 3.2368 0.6025
H 5.9397 3.1731 0.7916
H 4.9206 3.6224 -2.1316
H 4.2375 2.1532 -0.9076
H 5.1904 0.7528 -2.5282
H 5.8912 1.6722 -3.5161
H 3.8365 2.7323 -4.1057
H 3.8815 -0.2114 -4.3629
H 4.5966 1.0655 -5.3873
H 2.2842 2.3267 -5.8605
H 1.9683 0.5751 -5.2308
H 0.4717 0.4777 -7.0890
H 1.3884 -0.1361 -8.2062
H 1.6318 1.5351 -8.0126
C -10.8340 2.0309 0.0580
O -9.5064 1.4362 -0.0934
C -8.5836 2.4594 -0.4942
C -7.1919 1.8048 -0.3102
N -6.2122 2.8493 -0.7206
C -4.8372 2.3107 -0.4817
C -3.7800 3.2295 -1.1231
O -2.5765 2.4391 -1.0403
C -1.5412 3.3786 -1.3654
H -10.5824 2.5165 1.0535
H -11.6609 1.4093 0.0742
H -11.0821 2.5761 -0.7355
H -8.5814 3.2293 0.2935
H -8.8441 2.8582 -1.3182
H -6.9687 0.9309 -0.8527
H -7.0659 1.6026 0.7444
H -6.2429 3.6715 -0.1134
H -5.0004 1.3421 -0.9304
H -4.7612 2.0461 0.6768
H -3.7358 4.1764 -0.5552
H -4.0510 3.5747 -2.0615
H -0.5501 2.8710 -1.0547
H -1.6373 4.2684 -0.5838
H -1.5969 3.6888 -2.3602
C -0.7073 0.0288 1.2381
O -0.7682 0.4693 2.5133
C -1.9391 0.5224 3.1297
C -1.8721 1.1425 4.5205
N -3.2730 1.0203 5.0083
C -3.4579 1.7107 6.2709
C -4.9743 1.8031 6.6188
O -5.2496 2.7484 7.6229
C -6.6370 2.8883 8.0329
H 0.1863 0.3128 0.6662
H -1.5975 0.4350 0.6776
H -0.7772 -1.0969 1.5724
H -2.2518 -0.5119 3.2252
H -2.7286 0.9601 2.5581
H -1.8603 2.3054 4.3126
H -1.0630 0.7400 5.1844
H -3.4660 -0.0286 5.0055
H -3.1516 2.7589 6.2292
H -2.7117 1.3735 6.9949
H -5.3474 0.8569 6.6685
H -5.1955 2.2482 5.6670
H -7.0580 1.9297 8.6591
H -7.1487 3.0765 7.2237
H -6.4627 3.6778 8.6768
C -1.4004 -6.1098 4.2925
O -2.1191 -5.9372 3.0473
C -1.2133 -5.5301 2.1105
C -1.8695 -5.3198 0.7642
N -0.9652 -4.8630 -0.2586
C -1.6025 -4.6950 -1.5278
C -0.5781 -3.9992 -2.4083
O -1.2176 -3.9044 -3.6179
C -0.3911 -3.4274 -4.7056
H -1.9554 -6.6254 5.1621
H -0.8666 -5.2674 4.5184
H -0.6698 -6.9002 4.2808
H -0.4222 -6.3557 2.0104
H -0.6651 -4.7023 2.6414
H -2.8626 -4.6162 1.0234
H -2.2618 -6.1462 0.3264
H -0.2789 -5.6197 -0.4503
H -2.3820 -4.0653 -1.3361
H -2.0136 -5.5963 -1.8239
H 0.0619 -4.6361 -2.3837
H -0.4115 -3.0944 -1.8442
H -0.2338 -2.4290 -4.6092
H -1.0720 -3.3614 -5.5546
H 0.2940 -4.2809 -5.0597
C 1.9512 -2.6433 -0.1138
O 3.0182 -2.0545 0.6727
C 4.0098 -1.4875 -0.0916
C 5.1697 -1.1539 0.7427
N 6.2076 -0.8476 -0.1700
C 7.4526 -0.7945 0.5225
C 8.6437 -0.5553 -0.4765
O 9.8564 -0.4930 0.2155
C 10.0206 0.7846 0.8820
H 1.5986 -2.0160 -1.0188
H 1.1848 -3.0887 0.4104
H 2.3741 -3.5152 -0.6880
H 3.6475 -0.6725 -0.6558
H 4.4041 -2.1522 -0.7239
H 5.4313 -1.9986 1.2768
H 5.0690 -0.1882 1.4297
H 6.1615 0.1102 -0.4723
H 7.7958 -1.7994 1.0361
H 7.5579 -0.0887 1.3423
H 8.4457 0.1793 -1.2911
H 8.8983 -1.4798 -1.1347
H 9.7038 1.6207 0.1921
H 11.1169 0.9896 1.2790
H 9.4730 1.0393 1.6310
C 0.8458 0.4476 -2.4382
O 1.7939 1.3340 -1.7469
H 1.3672 -0.1422 -3.1150
H -0.0226 0.8917 -2.8333
H 0.7159 -0.3638 -1.7127
H 2.5439 1.3124 -2.3229
```

Calculated values
Structure (SMILES): COCCNCCOC.COCCNCCOC.COCCNCCOC.COCCNCCOC.COCCNCCOC.CO
Net charge: 0
ΔE to the lowest compared entry with this formula, charge and spin, eV: 16.2262
Max |F|, eV Å⁻¹: 11.31
Total energy, eV: -63377.1100
LUMO energy, eV: 0.6

Entry 3:
# C5H8N2

The molecule C5H8N2 (ωB97M-V/def2-TZVPD, the Open Molecules 2025 dataset).

```
15
Properties=species:S:1:pos:R:3
C -1.7380 0.6215 0.0665
C -0.6875 -0.3298 -0.1491
C 1.0481 0.7171 -0.6711
C 0.3185 1.8717 -0.8015
N -0.5906 2.6223 -0.6939
N 0.5771 -0.0633 0.4489
C 1.3865 -1.2248 0.7566
H -1.7183 1.2110 0.9744
H -2.6378 0.5835 -0.5387
H -1.5787 -0.7104 0.6148
H -0.7383 -0.9652 -1.0412
H 1.5477 0.2325 -1.5066
H 1.5613 -1.8705 -0.1224
H 0.8956 -1.8169 1.5356
H 2.3544 -0.8785 1.1277
```

Calculated values
Net charge: 0
ΔE to the lowest compared entry with this formula, charge and spin, eV: 5.4489
Max |F|, eV Å⁻¹: 0.96
Total energy, eV: -8289.5474
LUMO energy (spin up / spin down), eV: 0.3 / 0.3

Entry 4:
# C7H13N3O5

The molecule C7H13N3O5 (ωB97M-V/def2-TZVPD, the Open Molecules 2025 dataset).

```
28
Properties=species:S:1:pos:R:3
N -3.2430 -1.5828 -0.4605
C -3.8092 -0.3649 -0.1389
O -4.9690 -0.1920 0.1961
C -2.7981 0.8103 -0.2845
C -1.5283 0.6670 0.6016
N -1.0505 1.9505 1.0245
C -0.4086 -0.0305 -0.1925
O -0.5867 -0.9145 -1.0528
N 0.8516 0.3168 0.1373
C 2.0395 -0.2318 -0.5570
C 2.8229 0.9636 -1.0932
O 2.9973 1.8888 -0.1295
C 2.9292 -1.0869 0.3705
O 4.0763 -1.4319 0.0513
O 2.3734 -1.4336 1.5134
H -3.7227 -2.3885 -0.0683
H -2.2032 -1.5505 -0.5775
H -3.3380 1.7399 0.0445
H -2.5298 0.9113 -1.3181
H -1.6913 0.0848 1.5445
H -1.7491 2.3497 1.6196
H -0.9688 2.5512 0.2026
H 0.9655 1.2575 0.5036
H 1.6447 -0.9586 -1.2817
H 2.3472 1.3754 -1.9898
H 3.8126 0.5803 -1.3760
H 3.4781 2.6211 -0.5526
H 1.4332 -1.0601 1.4755
```

Calculated values
Structure (SMILES): NC(=O)C[C@H](N)C(=O)N[C@@H](CO)C(=O)O
Net charge: 0
ΔE to the lowest compared entry with this formula, charge and spin, eV: 0.8458
Max |F|, eV Å⁻¹: 3.73
Total energy, eV: -22178.5601
LUMO energy, eV: 0.2

Entry 5:
# C14H30Br2F3NO6S3

A 3-piece molecular cluster, C14H30Br2F3NO6S3 overall (ωB97M-V/def2-TZVPD, the Open Molecules 2025 dataset).

```
59
Properties=species:S:1:pos:R:3
C 3.8777 0.2880 0.8748
O 2.8256 0.8363 1.6532
C 2.0375 -0.0683 2.4023
C 1.6945 0.5940 3.7356
C 0.8023 -0.3702 1.5415
O 1.1690 -0.8885 0.2961
C 0.6453 -0.1569 -0.8427
N -0.7639 -0.3334 -1.0583
C 1.4693 -0.5906 -2.0491
C 1.1087 -1.9955 -2.5486
C 2.2905 -2.7900 -3.0680
F 2.9262 -2.1172 -4.0648
Br 3.6036 -3.1016 -1.6603
C 1.8617 -4.1417 -3.7015
F 0.8089 -3.9212 -4.5115
F 2.8473 -4.6107 -4.4596
Br 1.3253 -5.5194 -2.4442
S -0.3816 -1.5572 2.3052
C -0.1727 -3.0537 1.3820
O -0.0100 -1.8753 3.6644
O -1.7160 -1.0447 2.0499
H 4.8068 0.8098 1.1288
H 4.0095 -0.7791 1.0728
H 3.6755 0.4405 -0.1890
H 2.5817 -1.0043 2.5870
H 2.6095 1.0678 4.1038
H 0.9441 1.3790 3.6110
H 1.3628 -0.1341 4.4714
H 0.2317 0.5618 1.4290
H 0.8139 0.9135 -0.6762
H -1.0099 -1.2793 -1.3167
H -1.3228 -0.0501 -0.2619
H 2.5179 -0.5682 -1.7449
H 1.3331 0.1759 -2.8099
H 0.6507 -2.6006 -1.7593
H 0.3843 -1.9231 -3.3649
H -0.4089 -2.9109 0.3324
H -0.8539 -3.7507 1.8757
H 0.8551 -3.4021 1.5030
C -4.3667 -0.1736 3.8869
S -4.4094 1.6018 3.6362
O -3.7898 2.2280 4.8329
C -6.1894 1.7782 3.8290
H -3.3275 -0.4904 3.8416
H -4.7947 -0.4106 4.8613
H -4.9255 -0.6618 3.0882
H -6.4835 1.4057 4.8101
H -6.6960 1.2265 3.0370
H -6.4251 2.8372 3.7488
C -0.9190 3.4234 -4.7098
S 0.7540 3.3201 -4.0676
O 0.7104 2.3415 -2.9458
C 0.7790 4.9506 -3.3175
H -1.1485 2.4689 -5.1785
H -1.6090 3.6081 -3.8869
H -0.9731 4.2205 -5.4512
H -0.0343 5.0269 -2.5962
H 0.6823 5.7080 -4.0952
H 1.7355 5.0631 -2.8118
```

Calculated values
Net charge: 0
ΔE to the lowest compared entry with this formula, charge and spin, eV: 0.0000
Max |F|, eV Å⁻¹: 0.53
Total energy, eV: -209520.4572
LUMO energy, eV: 0.3